[1]
C31H36MnN6O4PS3SeTe | wB97M-V/def2-TZVPD

Expectation value of S² ... 8.88
Spin multiplicity ... 6
Orbital gap (spin up / spin down) ... 0.1725 / 0.2142 hartree
Energy relative to the best compared isomer or geometry (same formula, charge and spin) ... 60.9 kJ/mol
E_HOMO (spin up / spin down) ... -2.92 / -3.96 eV
Total charge ... -1

Each line ends with the Mulliken charge.
Element x y z (Å)
H -3.44875 -2.64064 -0.98351  0.66
H 1.96864 -3.14610 -0.22275  0.25
C 8.05621 0.43056 -0.84841  -0.58
H -7.72617 -2.31634 -0.64360  0.52
O -0.02012 -3.36645 -0.76085  -0.29
H -2.35411 -4.58338 2.34429  0.38
C -5.60523 -2.66832 -0.85297  -1.32
H 8.49850 -1.30138 0.34214  0.38
N 3.07206 1.11103 -0.20756  0.62
C 2.82501 0.59470 -1.42507  -0.67
C 6.49287 -1.34476 -0.41655  -0.68
N -8.54604 2.56310 0.04227  -0.92
H -0.18404 4.48670 1.46826  0.39
H -0.65934 -4.55818 1.86277  0.34
Mn -2.46379 0.29371 -0.31564  0.11
C 1.76996 -4.12248 -2.14299  -1.26
H 0.85363 3.76674 0.23036  0.41
H -0.25448 2.94047 3.71849  0.29
C 4.90590 1.20488 -2.73730  0.03
C -7.73214 0.38190 -0.30702  0.92
H 1.19854 -4.93483 -2.59667  0.38
H -4.23257 5.13160 -0.09028  0.42
H -1.82176 3.66907 3.34395  0.26
C -4.34919 -2.05886 -0.85798  -0.02
C -6.13529 2.33096 -0.20345  0.44
N -3.75290 1.84325 -0.44958  0.21
N -8.97595 -0.01135 -0.25837  -0.92
H -6.62873 4.37838 0.11226  0.51
H -5.67578 -3.73855 -0.98075  0.40
Se -9.97149 1.46363 0.02093  0.10
Te 0.72479 -1.80878 2.09763  -0.26
C 3.70692 2.38847 0.09619  -0.47
H -2.97292 -5.65431 0.16901  0.25
C 0.35134 3.57641 1.17913  -1.73
C 7.75165 -0.78704 -0.25006  -0.33
H 7.32914 2.01041 -2.11934  0.41
H -1.78133 -6.63799 1.04360  0.39
C 5.53075 -0.68905 -1.17315  -0.09
O -1.93737 -3.28439 0.83860  -0.18
C -1.28154 2.71864 3.41522  -1.48
C 5.83654 0.52567 -1.77704  0.47
P -0.71306 -2.37727 0.31051  0.21
C 1.32114 -3.86653 -0.71962  -0.17
C -6.60622 -0.51294 -0.50978  0.31
C -1.94388 -5.68605 0.53326  -1.04
S -0.60685 1.64030 -0.54157  -0.16
H 1.11399 3.39493 1.94372  0.21
H 4.90107 0.32404 1.63420  0.27
O 5.33481 1.77272 -3.72316  -0.67
H 3.40176 2.22998 2.21153  0.23
H 6.25499 -2.29831 0.03778  0.44
C 4.23805 2.38720 1.52310  -0.51
H 2.98565 3.20220 -0.02322  0.07
H 1.33497 -4.78657 -0.12934  0.38
H 2.99043 1.30249 -3.33564  0.28
C 5.30766 1.32653 1.76955  -1.05
C -6.73390 -1.88314 -0.66818  -0.24
H 2.41285 0.76515 0.48214  0.10
C -5.29682 0.04330 -0.53542  -0.07
H -1.74912 2.12123 4.19561  0.41
H 6.14144 1.44325 1.07333  0.12
H 4.52138 2.56378 -0.60324  0.46
S -2.34767 0.55698 2.06375  -0.27
H 4.55419 -1.13915 -1.30822  0.52
H -1.27789 -5.62216 -0.32760  0.21
S 1.70688 -0.57997 -1.62119  -0.19
H 5.69910 1.40031 2.78532  0.49
H -2.46707 3.42404 -0.42763  0.55
C -7.49253 1.81512 -0.14234  0.86
N 3.55076 1.14195 -2.51177  0.13
C -1.68441 -4.53586 1.48660  -0.44
C -4.50689 4.08985 -0.16901  -1.21
C -0.58852 2.39210 1.05518  0.35
C -5.82551 3.67532 -0.07131  -0.38
H 4.64367 3.38032 1.72747  0.40
C 7.10510 1.07608 -1.62033  -0.52
C -3.50643 3.13424 -0.35878  -0.04
N -4.18353 -0.76111 -0.69567  -0.63
C -5.06917 1.41148 -0.40298  -0.09
H 2.83021 -4.38424 -2.15472  0.35
O -1.44624 -1.36412 -0.57535  -0.62
C -1.32979 1.97545 2.09843  0.98
H 1.62597 -3.21948 -2.73725  0.25
H 9.03803 0.86947 -0.72240  0.38

***

[2]
C20H28N2O6 | wB97M-V/def2-TZVPD

SMILES ... O=C(O)CCCCCNC(=O)c1ccc(C(=O)NCCCCCC(=O)O)cc1
Spin multiplicity ... 1
Orbital gap ... 0.3611 hartree
Energy relative to the best compared isomer or geometry (same formula, charge and spin) ... 3.3 kJ/mol
E_HOMO ... -9.35 eV

Each line ends with the Mulliken charge.
Element x y z (Å)
H 5.17044 -0.74857 2.14901  0.35
O -0.89079 -1.71676 -2.72325  -0.81
C 4.31262 -1.03706 -0.25063  -0.40
H -4.89264 1.50160 -3.20661  0.32
C 0.70962 1.07717 0.74145  -0.60
N 2.37016 -0.70203 2.32366  0.05
O 2.44362 0.94642 3.87048  -0.67
H -2.73087 0.41170 -1.34377  -0.24
H 3.55770 -1.09734 3.94047  0.44
C -3.08832 -2.11227 -1.85413  -0.73
C -2.75570 2.53018 0.28222  0.52
H -1.85999 2.94951 -1.50971  0.25
C -3.69998 0.32687 -1.84063  0.31
O -1.11791 -2.05834 -0.53810  -0.44
H -0.12288 -1.94372 -0.50156  0.54
H -0.05110 1.78147 3.94874  0.46
H -4.00260 3.73372 -2.46377  0.36
H -0.48846 1.51448 -0.95495  0.15
C 2.24326 -1.61927 -1.61135  0.59
C 1.96535 0.47188 2.85772  0.28
H -4.72755 -1.22176 -2.94327  0.47
O 1.56028 -1.72443 -0.60458  -0.72
C -3.93406 1.57433 -2.69126  -0.71
H 3.99390 -0.73919 -2.38209  0.37
H 1.49159 0.64275 0.13805  0.46
C -1.59303 -1.93990 -1.75268  0.82
H 5.22597 -2.85240 0.43480  0.51
C 0.82792 1.11277 2.12610  0.42
C 3.74440 -1.46287 -1.60382  -1.02
H -4.45859 0.27447 -1.05750  0.29
C 3.34402 -1.55004 2.96887  -0.93
C -0.16757 1.73103 2.87685  -0.97
C -1.29468 2.23300 2.25924  -0.64
H 4.17179 -2.42192 -1.90932  0.36
H -4.77397 2.83161 -1.13542  0.38
C 4.64470 -1.70409 2.17428  -0.78
O -3.78402 2.45722 0.92749  -0.68
H 5.27239 -2.41366 2.71514  0.35
H -3.50999 -2.16603 -0.85097  0.27
H -3.14979 1.64584 -3.45008  0.37
C -1.43767 2.15709 0.87589  1.25
H 3.69031 -0.24597 0.16914  0.18
H -3.26758 -3.05992 -2.36761  0.34
H 0.74002 -1.68007 -2.83596  0.58
C -0.41133 1.59465 0.12124  -0.57
H 1.91698 -1.06513 1.49781  -0.01
H 5.30981 -0.62044 -0.40457  0.49
H -2.09608 2.67119 2.83430  0.48
O 1.74674 -1.61555 -2.81893  -0.51
H -3.12277 -0.82904 -3.57048  0.38
N -2.73935 2.92077 -1.01866  -0.17
H 3.48885 -2.78499 0.71001  0.13
C 4.40769 -2.19758 0.74206  -0.49
C -3.93158 2.84513 -1.83030  -0.93
C -3.70734 -0.96373 -2.65770  -0.87
H 2.89853 -2.53882 3.12686  0.35

***

[3]
C6H9NS | wB97M-V/def2-TZVPD

SMILES ... C=C1SCC[C@@H]2N[C@@H]12
Spin multiplicity ... 1
Orbital gap ... 0.3481 hartree
Energy relative to the best compared isomer or geometry (same formula, charge and spin) ... 281.0 kJ/mol
E_HOMO ... -8.54 eV

Each line ends with the Mulliken charge.
Element x y z (Å)
C 1.37032 0.20130 -0.27444  0.23
C -0.68563 -1.76178 0.21127  -0.62
H -0.54758 0.53529 1.25349  0.37
H 2.62191 1.80168 0.30525  0.28
H -1.02666 -2.69914 -0.21757  0.39
S 1.09876 -1.63395 -0.40408  -0.13
H -0.05867 0.57248 -1.79857  0.35
H -0.20018 2.58945 0.32519  0.30
H 3.27771 0.06694 0.62951  0.26
H -0.47980 -1.87439 1.29578  0.32
C 2.46560 0.72797 0.29639  -0.77
N -0.65379 1.96763 -0.30030  -0.70
C -1.72295 -0.63310 -0.10137  -0.53
C -0.87512 0.59207 0.21511  0.01
H -2.06069 -0.62951 -1.14618  0.30
H -2.66634 -0.67652 0.49758  0.28
C 0.14313 0.85357 -0.78706  -0.35